# 1
C23H28O6S3Tc | the ωB97M-V functional and the def2-TZVPD basis

```
! wB97M-V def2-TZVPD RIJCOSX def2/J DEFGRID3
* xyz 1 1
Tc 0.43 0.13 -0.14
O 2.42 -2.36 -2.74
C 1.97 -1.56 -1.76
O 0.50 -1.63 -1.51
C 2.87 -1.64 -0.55
O 2.39 -0.68 0.40
C 3.22 0.41 0.82
C 2.33 1.23 1.76
O 2.79 1.83 2.69
O 1.04 1.19 1.48
H 1.86 -2.27 -3.53
H 3.89 -1.42 -0.85
H 2.83 -2.63 -0.10
H 3.52 1.01 -0.04
H 4.09 0.04 1.36
S -1.76 0.64 -0.29
C -1.88 2.32 -0.51
C -3.13 2.99 -0.40
C -3.18 4.34 -0.60
C -2.02 5.08 -0.93
C -0.81 4.45 -1.05
C -0.72 3.06 -0.85
S 0.74 2.24 -1.09
H -4.01 2.42 -0.15
H -4.13 4.86 -0.51
H -2.09 6.14 -1.08
H 0.08 5.01 -1.30
C -2.79 0.33 4.56
C -2.00 -0.59 3.64
C -0.50 -0.41 3.87
S 0.54 -1.35 2.75
O -0.14 -1.21 1.36
C 0.11 -3.06 3.24
C -0.71 -3.83 2.21
C 0.13 -4.32 1.03
H -3.86 0.20 4.40
H -2.55 1.38 4.35
H -2.58 0.14 5.61
H -2.22 -0.38 2.60
H -2.29 -1.63 3.83
H -0.19 -0.73 4.87
H -0.19 0.62 3.73
H -0.40 -2.97 4.20
H 1.07 -3.55 3.42
H -1.53 -3.21 1.85
H -1.15 -4.67 2.73
H 0.56 -3.49 0.48
H -0.49 -4.90 0.34
H 0.94 -4.97 1.38
C 1.14 -0.40 -2.00
C 0.83 0.11 -3.35
C -0.42 -0.08 -3.93
C -0.68 0.44 -5.19
C 0.31 1.14 -5.87
C 1.56 1.33 -5.29
C 1.83 0.81 -4.03
H -1.18 -0.62 -3.39
H -1.65 0.29 -5.64
H 0.10 1.55 -6.85
H 2.33 1.87 -5.83
H 2.80 0.95 -3.58
*
```

Summary:
- ΔE to the lowest compared entry with this formula, charge and spin: 0.192 eV
- Frontier orbital gap (spin up / spin down): 6.118 / 6.115 eV
- HOMO (spin up / spin down): -11.091 / -11.091 eV
- Max |F|: 0.80 eV/A

***

# 2
C23H29AuF5NO2P2S | the ωB97M-V functional and the def2-TZVPD basis

```
! wB97M-V def2-TZVPD RIJCOSX def2/J DEFGRID3
* xyz 0 3
C -1.05 2.78 -3.46
C -1.01 1.77 -2.49
N 0.14 1.35 -1.95
C 1.27 1.99 -2.19
C 1.31 3.07 -3.08
C 0.14 3.46 -3.74
C -2.30 1.31 -1.85
P -2.16 -0.04 -0.63
Au 0.11 -0.45 -0.07
P 2.39 -0.05 -0.60
C 2.53 1.60 -1.43
C -0.12 -2.19 1.18
C -0.78 -1.99 2.37
C -0.76 -3.00 3.36
C -0.20 -4.26 3.08
C 0.37 -4.47 1.82
C 0.45 -3.42 0.87
O -1.94 -1.64 -6.24
O 1.64 -1.55 -3.94
H -2.00 3.02 -3.95
H 2.25 3.59 -3.19
H 0.15 4.28 -4.45
C -3.21 0.75 0.61
C -3.01 -1.52 -1.24
H 3.38 1.56 -2.15
H 2.74 2.36 -0.66
H -3.09 1.09 -2.57
H -2.77 2.17 -1.34
C 3.46 0.02 0.85
C 3.28 -1.17 -1.70
H -1.32 -1.06 2.56
H -1.19 -2.81 4.34
H -0.22 -5.06 3.83
H 0.77 -5.46 1.57
H 0.95 -3.59 -0.08
H 0.01 -1.54 -1.39
H 1.81 -2.40 -4.36
H -1.04 -1.32 -6.06
H -2.36 -0.80 -6.50
H 0.65 -1.53 -3.85
H -4.15 1.04 0.12
H -3.41 0.06 1.43
H -2.70 1.65 0.98
H -4.10 -1.36 -1.25
H -2.65 -1.78 -2.24
H -2.76 -2.34 -0.56
H 4.34 -0.88 -1.76
H 3.18 -2.18 -1.29
H 2.80 -1.14 -2.69
H 4.50 0.19 0.57
H 3.12 0.79 1.55
H 3.38 -0.95 1.35
F -0.33 1.93 7.14
C -0.21 1.88 5.79
C -0.95 2.75 4.99
F -1.83 3.61 5.56
C -0.80 2.70 3.61
F -1.62 3.45 2.83
C 0.12 1.83 2.98
S 0.34 1.89 1.27
C 0.83 0.97 3.83
F 1.66 0.03 3.29
C 0.67 0.97 5.20
F 1.32 0.06 5.97
*
```

Summary:
- ΔE to the lowest compared entry with this formula, charge and spin: 0.000 eV
- Frontier orbital gap (spin up / spin down): 5.542 / 6.710 eV
- HOMO (spin up / spin down): -5.544 / -7.277 eV
- Max |F|: 2.21 eV/A

***

- Look up the max |F| of the first one.
  0.80 eV/A

***

- Among the records above, which one has the lowest ΔE to the lowest compared entry with this formula, charge and spin?
  C23H29AuF5NO2P2S